ORCA calculation (ωB97M-V with the def2-TZVPD basis set) on a cluster of 10 separate species, C27H58B2F17N5O11 in total in a non-equilibrium geometry.

Each atom is followed by the atoms it is bonded to, with distances in Å.
CARTESIAN COORDINATES (ANGSTROEM)
1 C -2.300 5.187 0.662  C2 1.560, H8 1.090, H9 1.090, H10 1.090
2 C -1.129 4.300 1.187  C1 1.560, O3 1.241, N4 1.523
3 O -0.676 4.320 2.342  C2 1.241
4 N -0.469 3.333 0.213  C2 1.523, H5 1.010, H6 1.010, C7 1.575
5 H -0.466 2.373 0.527  N4 1.010
6 H -1.027 3.323 -0.629  N4 1.010
7 C 1.010 3.750 -0.132  N4 1.575, H11 1.090, H12 1.090, H13 1.090
8 H -3.014 4.455 0.286  C1 1.090
9 H -2.121 6.013 -0.027  C1 1.090
10 H -2.695 5.500 1.628  C1 1.090
11 H 0.919 4.573 -0.840  C7 1.090
12 H 1.590 2.979 -0.638  C7 1.090
13 H 1.493 4.171 0.750  C7 1.090
14 C -1.489 0.132 -4.022  C15 1.445, H21 1.090, H22 1.090, H23 1.090
15 C -1.197 -1.283 -4.041  C14 1.445, O16 1.238, N17 1.532
16 O -0.626 -1.842 -4.986  C15 1.238
17 N -1.350 -1.966 -2.679  C15 1.532, H18 1.010, H19 1.010, C20 1.595
18 H -0.538 -2.561 -2.596  N17 1.010
19 H -1.316 -1.331 -1.894  N17 1.010
20 C -2.703 -2.808 -2.610  N17 1.595, H24 1.090, H25 1.090, H26 1.090
21 H -2.507 0.322 -3.680  C14 1.090
22 H -1.402 0.587 -5.009  C14 1.090
23 H -0.811 0.709 -3.393  C14 1.090
24 H -2.688 -3.632 -3.323  C20 1.090
25 H -3.608 -2.245 -2.837  C20 1.090
26 H -2.917 -3.244 -1.633  C20 1.090
27 C 2.676 -4.395 1.968  C28 1.550, H34 1.090, H35 1.090, H36 1.090
28 C 2.372 -2.879 1.859  C27 1.550, O29 1.222, N30 1.512
29 O 2.452 -2.203 2.874  C28 1.222
30 N 2.008 -2.267 0.524  C28 1.512, H31 1.010, H32 1.010, C33 1.588
31 H 1.536 -2.960 -0.039  N30 1.010
32 H 1.224 -1.631 0.560  N30 1.010
33 C 3.259 -1.633 -0.221  N30 1.588, H37 1.090, H38 1.090, H39 1.090
34 H 3.016 -4.694 2.960  C27 1.090
35 H 3.491 -4.797 1.367  C27 1.090
36 H 1.837 -5.016 1.655  C27 1.090
37 H 3.628 -2.440 -0.856  C33 1.090
38 H 4.053 -1.395 0.486  C33 1.090
39 H 2.769 -0.826 -0.766  C33 1.090
40 C -1.700 -0.108 3.931  C41 1.529, H47 1.090, H48 1.090, H49 1.090
41 C -0.775 0.833 4.705  C40 1.529, O42 1.216, N43 1.534
42 O -0.045 1.558 4.058  C41 1.216
43 N -0.842 1.061 6.221  C41 1.534, H44 1.010, H45 1.010, C46 1.499
44 H -1.301 0.271 6.650  N43 1.010
45 H 0.090 1.074 6.610  N43 1.010
46 C -1.523 2.348 6.580  N43 1.499, H50 1.090, H51 1.090, H52 1.090
47 H -2.185 -0.836 4.581  C40 1.090
48 H -1.045 -0.652 3.252  C40 1.090
49 H -2.468 0.479 3.426  C40 1.090
50 H -2.596 2.299 6.764  C46 1.090
51 H -1.245 3.225 5.996  C46 1.090
52 H -1.049 2.490 7.551  C46 1.090
53 C -4.120 -0.386 0.865  C54 1.525, H60 1.090, H61 1.090, H62 1.090
54 C -5.025 -0.819 -0.284  C53 1.525, O55 1.202, N56 1.559
55 O -4.703 -0.713 -1.437  C54 1.202
56 N -6.282 -1.621 0.173  C54 1.559, H57 1.010, H58 1.010, C59 1.610
57 H -6.091 -2.458 0.704  N56 1.010
58 H -6.844 -1.078 0.812  N56 1.010
59 C -7.238 -1.895 -1.094  N56 1.610, H63 1.090, H64 1.090, H65 1.090
60 H -4.704 -0.297 1.781  C53 1.090
61 H -3.567 0.533 0.670  C53 1.090
62 H -3.391 -1.175 1.048  C53 1.090
63 H -8.143 -2.306 -0.647  C59 1.090
64 H -6.781 -2.606 -1.782  C59 1.090
65 H -7.524 -0.914 -1.473  C59 1.090
66 C 4.359 2.629 1.239  O67 1.422, O68 1.427, C69 1.553, H80 1.090
67 O 3.961 2.283 2.561  C66 1.422, C73 1.432
68 O 4.205 4.047 1.187  C66 1.427
69 C 5.711 1.968 0.858  C66 1.553, F70 1.341, F71 1.311, F72 1.324
70 F 6.235 2.552 -0.228  C69 1.341
71 F 6.625 2.138 1.782  C69 1.311
72 F 5.519 0.694 0.551  C69 1.324
73 C 3.733 0.887 2.781  O67 1.432, C74 1.608, H78 1.090, H79 1.090
74 C 3.139 0.652 4.256  C73 1.608, H75 1.090, H76 1.090, H77 1.090
75 H 3.933 0.834 4.980  C74 1.090
76 H 2.358 1.402 4.385  C74 1.090
77 H 2.716 -0.340 4.415  C74 1.090
78 H 4.694 0.382 2.687  C73 1.090
79 H 2.992 0.388 2.156  C73 1.090
80 H 3.655 2.196 0.529  C66 1.090
81 C 1.070 -4.628 -1.822  O82 1.438, O83 1.416, C84 1.569, H95 1.090
82 O 0.477 -4.154 -0.600  C81 1.438, C88 1.443
83 O 1.282 -3.445 -2.572  C81 1.416
84 C 2.280 -5.591 -1.558  C81 1.569, F85 1.304, F86 1.336, F87 1.342
85 F 1.961 -6.385 -0.573  C84 1.304
86 F 2.651 -6.339 -2.601  C84 1.336
87 F 3.404 -4.949 -1.203  C84 1.342
88 C -0.601 -4.914 -0.015  O82 1.443, C89 1.474, H93 1.090, H94 1.090
89 C -1.329 -4.158 1.019  C88 1.474, H90 1.090, H91 1.090, H92 1.090
90 H -2.026 -4.792 1.567  C89 1.090
91 H -0.673 -3.732 1.779  C89 1.090
92 H -1.827 -3.245 0.692  C89 1.090
93 H -0.125 -5.690 0.584  C88 1.090
94 H -1.411 -5.275 -0.649  C88 1.090
95 H 0.218 -5.151 -2.254  C81 1.090
96 C 2.446 1.023 -4.199  O97 1.407, O98 1.397, C99 1.581, H110 1.090
97 O 2.310 2.397 -4.467  C96 1.407, C103 1.358
98 O 2.294 0.304 -5.387  C96 1.397
99 C 3.821 0.908 -3.427  C96 1.581, F100 1.368, F101 1.336, F102 1.319
100 F 4.309 -0.355 -3.233  C99 1.368
101 F 4.851 1.616 -3.896  C99 1.336
102 F 3.579 1.344 -2.206  C99 1.319
103 C 1.226 3.084 -4.024  O97 1.358, C104 1.509, H108 1.090, H109 1.090
104 C 1.537 4.561 -4.019  C103 1.509, H105 1.090, H106 1.090, H107 1.090
105 H 1.534 5.095 -4.969  C104 1.090
106 H 0.756 5.099 -3.481  C104 1.090
107 H 2.534 4.795 -3.646  C104 1.090
108 H 0.666 2.872 -3.113  C103 1.090
109 H 0.393 3.007 -4.722  C103 1.090
110 H 1.712 0.648 -3.485  C96 1.090
111 B -0.176 0.076 0.053  F112 1.330, F113 1.375, F114 1.384, F115 1.306
112 F 0.941 0.577 0.573  B111 1.330
113 F -0.495 -1.212 0.413  B111 1.375
114 F -1.269 0.874 0.346  B111 1.384
115 F -0.074 0.005 -1.248  B111 1.306
116 B -2.715 3.331 -2.522  F117 1.356, F118 1.370, F119 1.434, F120 1.346
117 F -3.752 4.149 -2.214  B116 1.356
118 F -1.564 4.037 -2.298  B116 1.370
119 F -2.578 2.240 -1.602  B116 1.434
120 F -2.662 2.971 -3.818  B116 1.346

As for the HOMO energy: -4.4 eV. As for the total energy: -106459.86800 eV. As for the largest force on an atom: 5.31 eV Å⁻¹. The HOMO-LUMO gap comes out at 1.47 eV.

Atomic partial charges in e from the Mulliken method, atoms 1 to 4: -1.05 0.64 -0.53 1.61